C13H12Cl5IN2OYb as an isolated structure, computed with wB97M-V/def2-TZVPD.

CARTESIAN COORDINATES (ANGSTROEM)
1 Yb 0.4095 -0.4685 0.9973
2 Cl 2.4752 -3.1395 -1.1904
3 C 0.7894 -3.6045 -0.6891
4 C 0.0946 -2.6499 0.0588
5 C -1.1775 -2.8790 0.3118
6 Cl -1.9972 -1.6151 1.2627
7 C -1.8412 -4.0051 -0.1677
8 Cl -3.5581 -4.1154 0.0716
9 C -1.1658 -4.9803 -0.8715
10 Cl -1.9742 -6.4230 -1.3761
11 C 0.2153 -4.7943 -1.1435
12 Cl 1.0286 -5.8678 -2.1305
13 I 1.4155 -0.3218 3.5976
14 N -3.2785 4.8034 0.5918
15 C -2.5279 3.7008 0.5500
16 C -2.6234 2.6742 -0.4211
17 C -1.7812 1.6450 -0.3878
18 N -0.7657 1.5252 0.4499
19 C -0.6215 2.4931 1.4169
20 C -1.3958 3.5817 1.4771
21 H -4.1331 4.9119 0.0966
22 H -3.1304 5.4602 1.2782
23 H -3.4048 2.6217 -1.1730
24 H -1.9132 0.7955 -1.0467
25 H 0.1976 2.2848 2.1635
26 H -1.1844 4.4288 2.1715
27 C 4.4237 0.5078 -0.6934
28 C 2.9752 0.9347 -0.6253
29 O 2.1643 -0.2621 -0.4034
30 H 5.0996 1.3165 -0.9936
31 H 4.6211 -0.3694 -1.4237
32 H 4.7195 0.0422 0.2923
33 H 2.5465 1.2879 -1.5246
34 H 2.7218 1.5853 0.2722
35 H 2.5764 -1.1052 -0.7984

Calculated values
* Kohn-Sham gap (alpha / beta): 9.080 / 8.138 eV
* total charge: +1
* E_HOMO (alpha / beta): -0.437 / -0.437 Ha
* multiplicity: 2


A 2-piece molecular cluster, C4H15N2OS overall, computed with wB97M-V/def2-TZVPD.

CARTESIAN COORDINATES (ANGSTROEM)
1 N -1.5194 0.9394 0.8311
2 C -0.3049 0.0247 0.8086
3 C 0.5307 0.4665 -0.4063
4 C 1.8453 -0.3166 -0.4371
5 S 3.2143 0.6115 -1.1998
6 C -0.8325 -1.3841 0.7451
7 N -1.4220 -1.8625 1.9717
8 H -2.1661 0.5650 1.5277
9 H -2.0887 0.8926 -0.0624
10 H -1.3415 1.9142 1.0662
11 H 0.2175 0.2969 1.7212
12 H 0.7619 1.5076 -0.2203
13 H -0.0187 0.2547 -1.3227
14 H 1.8286 -1.1613 -1.1385
15 H 2.0589 -0.8734 0.4776
16 H 2.9282 1.8293 -0.7202
17 H -1.4624 -1.5251 -0.1324
18 H -0.0797 -2.1099 0.4572
19 H -2.4164 -1.8687 2.1350
20 H -0.8321 -1.8164 2.7878
21 H -3.3724 0.4413 -2.0700
22 H -4.1521 0.4052 -0.5357
23 O -3.4034 0.5596 -1.1179

Calculated values
* Kohn-Sham gap: 8.738 eV
* total charge: +1
* E_HOMO: -0.443 Ha
* energy above the lowest of the compared OMol25 structures with the same formula, charge and spin: 20.4 kcal/mol


An isolated ion of composition C3H8NO2 and charge +1, computed with wB97M-V/def2-TZVPD.

CARTESIAN COORDINATES (ANGSTROEM)
1 C 1.6449 0.3896 -1.3626
2 C 0.8541 0.2586 -0.2582
3 C -0.5600 -0.1239 -0.3747
4 N -1.2068 -0.2926 0.8615
5 O 1.6113 0.1094 0.9090
6 O 0.8725 0.3598 2.1060
7 H 2.6150 0.6781 -1.2032
8 H 1.2583 0.4823 -2.4094
9 H -0.3632 -1.0557 -0.9354
10 H -1.2802 0.4129 -1.0061
11 H -1.9812 0.3889 1.1212
12 H -0.4376 -0.2300 1.7034
13 H -1.6959 -1.2521 1.0102
14 H 1.4721 0.9139 2.6512

Calculated values
* Kohn-Sham gap: 9.558 eV
* total charge: +1
* SMILES: C=C(C[NH3+])OO
* E_HOMO: -0.489 Ha
* energy above the lowest of the compared OMol25 structures with the same formula, charge and spin: 132.7 kcal/mol


A 2-piece molecular cluster, CNPS overall, computed with wB97M-V/def2-TZVPD.

CARTESIAN COORDINATES (ANGSTROEM)
1 C -0.8699 -0.9431 -1.3762
2 N -1.2481 -0.4923 -2.3582
3 P 0.5014 -0.0579 1.8397
4 S 1.6166 1.4934 1.8947

Calculated values
* Kohn-Sham gap (alpha / beta): 7.945 / 4.772 eV
* E_HOMO (alpha / beta): -0.404 / -0.316 Ha
* energy above the lowest of the compared OMol25 structures with the same formula, charge and spin: 78.2 kcal/mol


A 9-piece molecular cluster, H16NO11 overall, computed with wB97M-V/def2-TZVPD.

CARTESIAN COORDINATES (ANGSTROEM)
1 N 0.2151 -1.6679 -0.4167
2 O 0.9010 -1.6796 0.6159
3 O -0.7587 -0.8588 -0.3548
4 O 0.8362 -1.6264 -1.4607
5 O -2.2931 1.5008 -0.3139
6 H -3.1475 1.9079 -0.0922
7 H -2.2542 0.6078 -0.5601
8 O -2.7862 -1.2587 2.0616
9 H -2.0397 -1.2285 1.4273
10 H -3.5704 -1.3743 1.4772
11 O 0.0211 -0.3610 2.8663
12 H -0.1408 -0.9807 2.1777
13 H -0.1703 0.4925 2.4679
14 O 2.7747 -0.7981 3.3200
15 H 1.9174 -0.6333 2.9374
16 H 3.4052 -0.8788 2.6096
17 O 1.9594 0.9332 0.9319
18 H 2.2410 1.4149 0.1468
19 H 1.6886 0.0383 0.6284
20 O -1.7889 -0.0198 -3.0620
21 H -1.1430 -0.4316 -2.5116
22 H -1.4120 0.8552 -3.2374
23 O 1.6030 0.2974 -3.0419
24 H 1.3167 -0.5605 -2.5614
25 H 2.3496 0.5764 -2.4990
26 O 0.3175 2.2428 -1.1941
27 H -0.4624 2.0655 -0.6950
28 H 0.4207 1.4253 -1.6672

Calculated values
* Kohn-Sham gap: 9.416 eV
* total charge: -1
* E_HOMO: -0.251 Ha
* energy above the lowest of the compared OMol25 structures with the same formula, charge and spin: 45.4 kcal/mol


One molecule with the formula C6H9N, computed with wB97M-V/def2-TZVPD.

CARTESIAN COORDINATES (ANGSTROEM)
1 C -1.3392 1.5800 0.1969
2 C -0.2213 0.8796 -0.0060
3 N 1.0862 1.3698 -0.0714
4 C 1.9889 0.2963 -0.1527
5 C 1.3587 -0.8606 -0.3527
6 C -0.1304 -0.5802 -0.4218
7 C -1.0287 -1.5564 0.3330
8 H -2.3113 1.0977 0.1742
9 H -1.3260 2.6607 0.3183
10 H 1.3188 2.2326 0.3899
11 H 3.0556 0.4920 -0.1112
12 H 1.8257 -1.8272 -0.5083
13 H -0.4616 -0.5149 -1.4603
14 H -0.8521 -2.5863 -0.0015
15 H -2.0754 -1.3045 0.1397
16 H -0.8573 -1.5162 1.4158

Calculated values
* Kohn-Sham gap: 8.632 eV
* SMILES: C=C1NC=C[C@H]1C
* E_HOMO: -0.276 Ha
* energy above the lowest of the compared OMol25 structures with the same formula, charge and spin: 26.1 kcal/mol


C3H8HoO3 as an isolated structure, computed with wB97M-V/def2-TZVPD.

CARTESIAN COORDINATES (ANGSTROEM)
1 O 0.0874 -2.2634 0.0681
2 C 0.5918 -1.4834 -0.9711
3 C 0.5743 0.0117 -0.6531
4 O -0.8148 0.2830 -0.3298
5 C -1.1578 1.6545 -0.2908
6 Ho -1.0112 -1.2550 1.4396
7 H -0.0650 -1.6472 -1.8523
8 H 1.6382 -1.7445 -1.2232
9 H 0.8534 0.6127 -1.5314
10 H -0.9235 2.1126 -1.2626
11 H -2.2214 1.7152 -0.0338
12 H -0.5812 2.1910 0.4791
13 O 0.6055 -0.0712 2.5791
14 H 1.1631 -0.5080 3.2227
15 H 1.2612 0.3921 0.3594

Calculated values
* Kohn-Sham gap (alpha / beta): 8.243 / 8.412 eV
* total charge: +1
* E_HOMO (alpha / beta): -0.505 / -0.507 Ha
* multiplicity: 5
* energy above the lowest of the compared OMol25 structures with the same formula, charge and spin: 18.8 kcal/mol


A 2-piece molecular cluster, C3H6I2Si overall, computed with wB97M-V/def2-TZVPD.

CARTESIAN COORDINATES (ANGSTROEM)
1 C -1.8198 -0.0332 -2.4805
2 C -1.5720 -0.4843 -1.2876
3 C 0.7215 -0.0437 2.1916
4 Si 1.4648 0.0913 0.4412
5 I 2.0421 2.4197 -0.0761
6 I 3.5503 -1.2003 0.1033
7 H -2.8934 0.1885 -3.0148
8 H -1.0987 0.1923 -3.1328
9 H -1.9886 -0.7235 -0.2855
10 H 1.2756 0.4400 3.0749
11 H -0.2926 0.2185 2.1140
12 H 0.6108 -1.0652 2.3522

Calculated values
* Kohn-Sham gap (alpha / beta): 7.389 / 7.523 eV
* E_HOMO (alpha / beta): -0.326 / -0.289 Ha
* energy above the lowest of the compared OMol25 structures with the same formula, charge and spin: 111.7 kcal/mol


| no. | strongest force on any atom (eV Å⁻¹) |
| --- | --- |
| 1 | 3.31 |
| 2 | 2.18 |
| 3 | 6.58 |
| 4 | 2.63 |
| 5 | 8.36 |
| 6 | 0.59 |
| 7 | 3.70 |
| 8 | 4.99 |